{"formula": "C28H21GeIPtTe4", "method": "ωB97M-V with the def2-TZVPD basis set", "e_above_lowest_ev": 0.0000, "charge": -1, "multiplicity": 4, "symbols": ["Pt", "I", "C", "C", "C", "C", "C", "C", "C", "C", "C", "C", "H", "H", "H", "H", "H", "H", "Te", "Te", "Te", "Te", "C", "C", "C", "C", "C", "C", "Ge", "C", "C", "C", "C", "C", "C", "C", "C", "C", "C", "C", "C", "H", "H", "H", "H", "H", "H", "H", "H", "H", "H", "H", "H", "H", "H", "H"], "coordinates": [[-0.818668, 1.011561, -0.287637], [0.705736, 0.243540, -2.291920], [-0.035920, 1.734100, -3.546007], [0.456820, 1.843433, -4.812916], [-0.044935, 2.857714, -5.654044], [-1.008256, 3.702276, -5.187445], [-1.520203, 3.587147, -3.870664], [-2.516859, 4.477729, -3.412384], [-2.987133, 4.358245, -2.139884], [-2.482049, 3.355581, -1.286472], [-1.517263, 2.443273, -1.645366], [-1.029142, 2.575209, -2.993243], [1.220336, 1.165680, -5.171388], [0.340660, 2.957809, -6.660620], [-1.402719, 4.488096, -5.821627], [-2.887768, 5.243606, -4.083644], [-3.749693, 5.033927, -1.769719], [-2.881976, 3.314971, -0.288312], [-1.940577, 1.155794, 1.958201], [-4.649121, 3.348908, 4.541164], [-5.923154, 5.433470, 2.067502], [-3.933584, 3.323154, 2.032140], [4.836202, 0.423770, 0.816854], [3.887386, 1.239861, 1.420049], [2.558961, 0.842082, 1.469473], [2.150327, -0.381073, 0.931264], [3.114473, -1.185601, 0.327678], [4.445956, -0.787900, 0.266945], [0.224985, -0.810401, 1.067009], [0.094789, -1.496659, 2.930759], [1.248573, -1.757585, 3.666897], [1.187535, -2.414441, 4.891409], [-0.033844, -2.823461, 5.402998], [-1.193792, -2.573572, 4.680990], [-1.125840, -1.921810, 3.458728], [-0.069664, -2.516766, 0.108866], [-1.060270, -2.631177, -0.865276], [-1.215530, -3.801679, -1.598265], [-0.364347, -4.875146, -1.381950], [0.625654, -4.782272, -0.413224], [0.763252, -3.615939, 0.327835], [5.873057, 0.734243, 0.772430], [4.182001, 2.191823, 1.845322], [1.824213, 1.497459, 1.926993], [2.830201, -2.137194, -0.108967], [5.178471, -1.427979, -0.210897], [2.214058, -1.439620, 3.289798], [2.100371, -2.604693, 5.443723], [-0.083797, -3.333387, 6.357379], [-2.154994, -2.886653, 5.070324], [-2.042756, -1.742873, 2.908052], [-1.720094, -1.790196, -1.050811], [-1.998291, -3.870888, -2.344275], [-0.473086, -5.782596, -1.963763], [1.287799, -5.620630, -0.231197], [1.513506, -3.572269, 1.111136]], "forces_ev_per_angstrom": [[0.0, -0.3, 0.1], [-0.1, 0.1, 0.2], [0.1, 0.0, 0.0], [0.0, 0.0, 0.0], [0.0, 0.0, 0.0], [0.0, 0.0, 0.0], [0.0, 0.0, 0.0], [0.0, 0.0, 0.0], [0.0, 0.0, 0.0], [0.0, 0.0, -0.1], [0.0, 0.1, 0.0], [0.0, 0.1, 0.0], [0.0, 0.0, 0.0], [0.0, 0.0, 0.0], [0.0, 0.0, 0.0], [0.0, 0.0, 0.0], [0.0, 0.0, 0.0], [0.0, 0.0, 0.0], [-0.1, 0.3, -0.1], [0.1, -0.1, -0.1], [-0.2, 0.2, -0.1], [0.0, -0.1, 0.2], [0.0, 0.0, 0.0], [0.0, 0.0, 0.0], [0.1, 0.0, 0.0], [0.1, 0.0, 0.1], [0.0, 0.0, 0.0], [0.0, 0.0, 0.0], [0.2, -0.3, -0.1], [-0.1, 0.1, -0.1], [0.0, 0.1, 0.1], [0.0, 0.0, 0.0], [0.0, 0.0, 0.0], [0.0, 0.0, 0.0], [0.0, 0.0, 0.0], [0.2, 0.0, -0.2], [0.0, 0.0, 0.0], [0.0, 0.0, 0.0], [0.0, 0.0, 0.0], [0.0, 0.0, 0.0], [-0.2, -0.1, 0.1], [0.0, 0.0, 0.0], [0.0, 0.0, 0.0], [0.0, 0.0, 0.0], [0.0, 0.0, 0.0], [0.0, 0.0, 0.0], [0.0, 0.0, 0.0], [0.0, 0.0, 0.0], [0.0, 0.0, 0.0], [0.0, 0.0, 0.0], [0.0, 0.0, 0.0], [0.0, 0.0, 0.0], [0.0, 0.0, 0.0], [0.0, 0.0, 0.0], [0.0, 0.0, 0.0], [0.0, 0.0, 0.0]], "mulliken_charge": [0.595, 0.042, 0.969, -0.802, -0.492, -0.867, 0.841, -0.759, -0.913, 1.096, -0.509, 0.452, 0.340, 0.366, 0.329, 0.328, 0.421, -1.069, -0.059, -0.267, -0.306, 0.257, -0.445, -0.576, -0.552, 0.373, 0.033, -0.604, -0.323, 0.116, -0.099, -0.735, -0.382, -0.742, -0.331, -0.009, -0.222, -0.557, -0.376, -0.791, -0.255, 0.345, 0.378, 0.290, 0.350, 0.383, 0.232, 0.377, 0.357, 0.369, 0.368, 0.363, 0.390, 0.365, 0.375, 0.543]}

{"formula": "C31H47GeI2NO5RhSSi3", "method": "ωB97M-V with the def2-TZVPD basis set", "charge": 1, "multiplicity": 5, "symbols": ["Rh", "C", "C", "C", "C", "C", "C", "C", "S", "O", "O", "N", "C", "C", "O", "O", "H", "H", "H", "H", "H", "H", "H", "H", "H", "C", "O", "Si", "C", "C", "C", "Si", "C", "C", "C", "Si", "C", "C", "C", "H", "H", "H", "H", "H", "H", "H", "H", "H", "H", "H", "H", "H", "H", "H", "H", "H", "H", "H", "H", "H", "H", "H", "H", "H", "H", "H", "I", "I", "Ge", "C", "C", "C", "C", "C", "C", "C", "C", "C", "C", "C", "C", "H", "H", "H", "H", "H", "H", "H", "H", "H", "H", "H"], "coordinates": [[-0.078050, -0.579068, 0.620337], [-3.995657, 6.211910, 0.541442], [-3.405756, 4.965969, 1.144945], [-2.603967, 4.999175, 2.285755], [-2.052196, 3.878768, 2.884206], [-2.372916, 2.638213, 2.349003], [-3.054363, 2.540324, 1.147276], [-3.591655, 3.695928, 0.595423], [-1.771404, 1.130845, 3.132804], [-0.510327, 1.505273, 3.738985], [-2.792779, 0.689378, 4.074505], [-1.670792, 0.090156, 1.896145], [-2.917704, -0.718198, 1.600917], [-2.788555, -1.440091, 0.128647], [-3.850921, -1.561757, -0.454655], [-1.610273, -1.859505, -0.136777], [-4.692190, 6.655746, 1.238541], [-4.468445, 6.010046, -0.419469], [-3.216791, 6.996244, 0.394276], [-2.396673, 6.012260, 2.666423], [-1.317757, 3.959699, 3.689396], [-3.170843, 1.576232, 0.637811], [-4.161683, 3.610562, -0.356729], [-3.880240, -0.216691, 1.675724], [-2.768391, -1.520164, 2.347399], [-1.422103, -3.925425, 2.399405], [-0.440632, -2.937364, 2.224803], [1.162487, -3.193485, 1.713666], [1.102202, -4.760700, 0.702906], [2.050899, -3.613407, 3.292194], [1.853055, -1.681078, 0.720051], [3.196791, -0.772456, 1.757100], [4.785525, -1.811768, 2.000982], [3.905445, 0.734331, 0.785075], [2.474070, -0.219578, 3.405915], [2.631793, -2.267811, -0.939523], [4.163126, -3.422882, -0.797684], [1.369425, -3.165010, -2.022322], [3.414862, -0.914312, -2.048995], [-1.031198, -4.907051, 2.744469], [-2.036501, -4.041010, 1.489133], [-2.043774, -3.597508, 3.238928], [0.989340, -5.565283, 1.420529], [2.020481, -4.943626, 0.138690], [0.258141, -4.820064, 0.010319], [1.753614, -4.592106, 3.590019], [1.848273, -2.889210, 4.077825], [3.124860, -3.597807, 3.113462], [5.566818, -1.471729, 1.339934], [4.612637, -2.892613, 1.835020], [5.130587, -1.698071, 3.017483], [4.972544, 0.600779, 0.621301], [3.795002, 1.620942, 1.384192], [3.447924, 0.867954, -0.217157], [3.013875, -0.674615, 4.236557], [1.385353, -0.397329, 3.459626], [2.605749, 0.860314, 3.483125], [4.130464, -4.165280, -0.021639], [5.029235, -2.800173, -0.649745], [4.271932, -3.878608, -1.786847], [1.562112, -4.232541, -2.005115], [1.438923, -2.785443, -3.040756], [0.337043, -2.961470, -1.696840], [4.440760, -0.723816, -1.735636], [2.858610, 0.022309, -2.055787], [3.450316, -1.282741, -3.075616], [0.865823, 1.762621, 0.446363], [1.745579, 4.367489, 2.363483], [-0.262141, 0.240017, -1.819465], [-0.037099, 2.086569, -2.458754], [-1.023905, 3.077539, -2.240068], [-0.717602, 4.393655, -2.502925], [0.563418, 4.760161, -2.917418], [1.500221, 3.781163, -3.192516], [1.177016, 2.441300, -3.032920], [-1.822677, -0.186158, -2.968554], [-3.073586, 0.352052, -2.735846], [-4.195632, -0.105861, -3.438074], [-4.075853, -1.158583, -4.336400], [-2.811822, -1.684763, -4.588629], [-1.705686, -1.246917, -3.884017], [0.867436, -0.499720, -2.540251], [-2.025037, 2.818373, -1.847002], [-1.498937, 5.146786, -2.384632], [0.779620, 5.822414, -3.083779], [2.475256, 4.054819, -3.570727], [1.898025, 1.631437, -3.312028], [-3.172042, 1.115468, -1.961512], [-5.146662, 0.374764, -3.269350], [-4.939771, -1.558748, -4.832998], [-2.674637, -2.451644, -5.357213], [-0.729042, -1.708745, -4.066145]], "forces_ev_per_angstrom": [[-0.6, -1.0, 0.9], [1.0, 0.3, 0.0], [0.2, -1.1, 0.1], [0.2, 1.5, 0.2], [0.1, 0.0, 0.0], [0.7, -0.9, -0.5], [-0.4, 0.1, 0.0], [-0.6, 0.1, -1.5], [-1.2, 1.5, 2.5], [0.3, -0.7, -1.1], [0.8, 0.0, -1.4], [0.3, -0.6, -2.3], [2.2, -1.5, -0.7], [-3.0, 1.8, 3.0], [1.6, -0.5, -0.2], [1.9, 0.4, -0.8], [-0.5, 0.0, 0.0], [-0.1, 0.0, 0.1], [-0.4, -0.6, 0.0], [0.1, -0.6, 0.1], [-0.6, 0.0, -0.1], [-0.1, 0.5, 0.3], [0.4, 0.0, 0.7], [0.3, 0.2, 0.2], [-1.0, 0.0, -0.3], [-0.6, -0.5, 0.5], [1.7, 1.1, -0.7], [-1.4, -0.9, 0.5], [0.2, 0.2, -0.4], [0.7, 1.4, -0.7], [-1.0, 0.2, 0.2], [0.9, 0.8, -0.2], [-1.2, -0.9, -0.2], [-0.4, -0.8, -0.5], [-0.3, 0.0, -0.5], [0.5, -0.2, -1.5], [-0.8, 0.7, 0.0], [-0.4, 0.6, 0.5], [-0.3, 0.0, 0.6], [0.1, 0.5, -0.5], [0.3, -0.1, 0.4], [-0.2, 0.0, -0.3], [0.0, -0.3, 0.1], [-0.1, -0.1, 0.1], [0.1, 0.2, 0.1], [-0.3, -0.8, 0.3], [-0.1, 0.0, 0.1], [0.1, -0.3, 0.2], [0.2, 0.0, -0.3], [0.3, 0.6, 0.1], [0.1, 0.1, 0.4], [0.1, -0.1, 0.0], [-0.2, 0.6, 0.1], [0.4, 0.1, 0.8], [-0.2, -0.1, 0.1], [0.5, 0.0, 0.3], [0.0, 0.1, 0.1], [0.0, -0.5, 0.2], [0.4, 0.2, 0.2], [-0.2, -0.1, 0.1], [-0.1, -0.1, -0.1], [0.2, -0.1, -0.1], [0.2, -0.3, 0.0], [0.0, 0.1, 0.0], [0.2, 0.1, -0.1], [-0.1, -0.1, 0.0], [-0.4, 0.3, 0.3], [0.1, 0.1, 0.2], [-1.1, -0.1, -3.0], [-0.4, 0.3, 1.0], [0.0, -0.5, 0.4], [-0.5, 0.4, 0.0], [-0.3, 0.5, -0.2], [0.2, 0.0, -0.5], [1.0, -0.7, 0.2], [0.0, -1.4, 1.2], [-0.5, 0.2, 0.0], [0.4, 0.2, 0.1], [0.5, 0.5, 0.3], [0.1, -0.4, -0.4], [0.6, 0.3, 0.1], [0.2, -0.2, 0.5], [0.8, 0.2, -0.2], [0.3, -0.1, 0.0], [0.1, -0.5, 0.1], [0.0, 0.0, -0.1], [-0.5, 0.9, 0.4], [-0.3, -0.2, -0.3], [-0.2, -0.1, 0.1], [-0.2, 0.0, -0.2], [-0.1, 0.2, 0.4], [-0.4, 0.1, 0.1]], "mulliken_charge": [4.007, -1.640, 0.735, -0.753, -0.895, 0.409, 0.340, -0.827, 1.008, -0.560, -0.735, -0.296, -0.862, 0.259, -0.666, -0.499, 0.404, 0.354, 0.386, 0.380, 0.653, -0.085, 0.260, 0.659, 0.343, -1.017, -0.630, 0.550, -1.326, -1.234, -0.606, 0.887, -1.439, -1.281, -1.045, 0.077, -1.414, -1.060, -1.076, 0.373, 0.297, 0.367, 0.554, 0.363, 0.300, 0.512, 0.256, 0.326, 0.415, 0.327, 0.403, 0.445, 0.327, 0.196, 0.457, 0.138, 0.307, 0.464, 0.397, 0.381, 0.609, 0.503, 0.088, 0.500, -0.274, 0.412, -0.087, 0.111, 1.041, -0.326, 0.243, -0.724, -0.639, -0.686, -0.026, 0.512, 0.182, -0.777, -0.581, -0.709, -0.204, -0.702, -0.051, 0.471, 0.414, 0.457, 0.313, 0.026, 0.429, 0.421, 0.408, 0.273]}

E_tot values, unit a.u., following the record order: -4645.65731 -5689.56237.